Record 1
{"formula": "C37H54N3OP2Tc", "method": "the ωB97M-V functional and the def2-TZVPD basis", "e_above_lowest_ev": 0.000, "total_charge": 3, "lumo_energy_ha": [-0.2962, -0.4057], "multiplicity": 4, "total_energy_ev": -66515.694, "elements": ["C", "C", "C", "C", "C", "H", "H", "H", "N", "P", "P", "C", "H", "H", "C", "O", "C", "H", "C", "C", "C", "C", "C", "H", "H", "H", "C", "H", "H", "H", "C", "H", "H", "H", "C", "H", "H", "H", "C", "H", "H", "H", "C", "H", "H", "H", "C", "H", "H", "H", "C", "H", "H", "H", "C", "H", "H", "H", "C", "H", "H", "H", "C", "H", "H", "H", "C", "H", "H", "H", "Tc", "N", "C", "C", "C", "C", "C", "H", "C", "H", "C", "H", "H", "H", "C", "C", "C", "C", "N", "C", "C", "H", "H", "H", "H", "H", "H", "H"], "positions_angstrom": [[-1.236, -1.313, -2.008], [0.776, -2.372, -1.214], [-1.492, -2.338, -2.913], [0.481, -3.482, -2.086], [-0.614, -3.457, -2.921], [-2.365, -2.289, -3.569], [1.173, -4.328, -2.091], [-0.808, -4.298, -3.596], [-0.166, -1.329, -1.157], [-2.282, 0.323, -0.077], [2.409, -0.703, 0.194], [-2.184, -0.136, -1.885], [-1.770, 0.747, -2.402], [-3.159, -0.365, -2.343], [0.489, 1.779, 1.493], [0.721, 2.731, 2.144], [1.960, -2.290, -0.470], [2.699, -3.088, -0.597], [3.555, 0.131, -1.133], [3.465, -1.012, 1.759], [-3.187, 2.004, 0.038], [-3.389, -1.091, 0.621], [3.629, 1.651, -0.875], [4.294, 1.884, -0.029], [4.033, 2.163, -1.770], [2.640, 2.077, -0.647], [4.983, -0.439, -1.222], [5.595, -0.201, -0.337], [4.974, -1.534, -1.366], [5.489, 0.006, -2.101], [2.875, -0.175, -2.489], [3.282, 0.503, -3.264], [3.073, -1.215, -2.794], [1.784, -0.054, -2.455], [4.183, 0.284, 2.180], [3.472, 1.125, 2.261], [4.647, 0.135, 3.173], [4.985, 0.570, 1.480], [2.524, -1.432, 2.900], [1.895, -0.593, 3.231], [1.874, -2.270, 2.599], [3.135, -1.760, 3.762], [4.468, -2.165, 1.544], [5.194, -1.970, 0.744], [5.034, -2.320, 2.482], [3.937, -3.105, 1.316], [-3.801, -0.754, 2.069], [-4.288, -1.641, 2.514], [-2.934, -0.498, 2.698], [-4.527, 0.074, 2.105], [-2.591, -2.419, 0.607], [-2.429, -2.783, -0.419], [-1.615, -2.346, 1.102], [-3.192, -3.175, 1.145], [-4.653, -1.340, -0.232], [-5.211, -2.180, 0.223], [-5.332, -0.477, -0.275], [-4.397, -1.644, -1.260], [-2.407, 2.998, -0.847], [-2.429, 2.725, -1.916], [-2.874, 3.995, -0.748], [-1.359, 3.076, -0.519], [-3.078, 2.508, 1.495], [-2.028, 2.516, 1.830], [-3.464, 3.543, 1.543], [-3.663, 1.898, 2.198], [-4.658, 1.980, -0.414], [-4.777, 1.555, -1.425], [-5.296, 1.415, 0.284], [-5.040, 3.018, -0.440], [0.136, 0.261, 0.360], [0.392, 1.469, -1.309], [0.505, 2.130, -2.276], [0.663, 2.880, -3.468], [0.471, 4.284, -3.472], [1.018, 2.211, -4.669], [0.634, 5.000, -4.660], [0.200, 4.793, -2.542], [1.175, 2.945, -5.846], [1.170, 1.128, -4.655], [0.984, 4.336, -5.847], [0.487, 6.085, -4.661], [1.450, 2.428, -6.771], [1.111, 4.905, -6.775], [-1.236, -2.260, 6.189], [-0.915, -1.743, 4.817], [-1.045, -0.400, 4.526], [-0.746, 0.075, 3.243], [-0.297, -0.725, 2.189], [-0.192, -2.059, 2.543], [-0.490, -2.583, 3.807], [-0.579, -1.766, 6.935], [-2.296, -2.037, 6.433], [-1.082, -3.358, 6.256], [-1.391, 0.290, 5.287], [-0.937, 1.120, 3.158], [0.152, -2.790, 1.804], [-0.373, -3.645, 3.984]]}

***

Record 2
{"formula": "C37H56N3NiO6PSi", "method": "the ωB97M-V functional and the def2-TZVPD basis", "e_above_lowest_ev": 2.737, "lumo_energy_ha": [0.0151, 0.0124], "multiplicity": 3, "total_energy_ev": -114249.449, "elements": ["Ni", "C", "C", "N", "C", "C", "N", "C", "C", "N", "H", "H", "H", "H", "H", "H", "H", "H", "H", "H", "H", "H", "H", "H", "H", "O", "C", "O", "C", "C", "C", "C", "C", "C", "P", "C", "C", "C", "C", "C", "C", "C", "C", "C", "C", "C", "C", "H", "H", "H", "H", "H", "H", "H", "H", "H", "H", "H", "H", "H", "H", "C", "C", "C", "C", "O", "Si", "O", "O", "C", "C", "C", "C", "O", "C", "C", "C", "C", "H", "H", "H", "H", "H", "H", "H", "H", "H", "H", "H", "H", "H", "H", "H", "H", "H", "H", "H", "H", "H", "H", "H", "H", "H", "H", "H"], "positions_angstrom": [[0.132, 0.074, -0.195], [1.017, -0.330, 2.982], [2.206, -0.178, 2.016], [1.936, 0.759, 0.911], [1.818, 2.169, 1.279], [0.403, 2.536, 1.762], [-0.637, 1.850, 0.989], [-1.792, 1.417, 1.795], [-1.390, 0.278, 2.775], [-0.241, -0.439, 2.265], [0.979, 0.536, 3.644], [1.211, -1.205, 3.609], [2.389, -1.151, 1.561], [3.086, 0.135, 2.591], [2.673, 0.652, 0.223], [2.040, 2.765, 0.394], [2.532, 2.442, 2.066], [0.288, 3.620, 1.693], [0.290, 2.266, 2.810], [-0.971, 2.475, 0.266], [-2.549, 1.050, 1.101], [-2.221, 2.255, 2.358], [-2.248, -0.386, 2.897], [-1.168, 0.700, 3.758], [-0.429, -1.392, 1.976], [1.500, -1.617, -3.435], [0.779, -0.642, -3.319], [-0.038, -0.367, -2.351], [0.784, 0.483, -4.318], [1.104, 0.320, -5.656], [1.043, 1.412, -6.505], [0.685, 2.659, -6.006], [0.393, 2.826, -4.662], [0.429, 1.729, -3.805], [-0.029, 1.791, -2.022], [-1.856, 1.924, -2.177], [-2.649, 0.871, -1.722], [-4.022, 0.886, -1.911], [-4.623, 1.960, -2.549], [-3.846, 3.023, -2.987], [-2.472, 3.007, -2.802], [0.457, 3.570, -1.706], [1.776, 3.889, -2.048], [2.317, 5.131, -1.761], [1.567, 6.068, -1.062], [0.272, 5.756, -0.681], [-0.280, 4.522, -1.005], [1.375, -0.664, -6.016], [1.266, 1.300, -7.558], [0.636, 3.512, -6.672], [0.145, 3.813, -4.295], [-2.173, 0.021, -1.245], [-4.627, 0.054, -1.572], [-5.693, 1.973, -2.706], [-4.311, 3.865, -3.485], [-1.884, 3.846, -3.148], [2.372, 3.148, -2.570], [3.325, 5.366, -2.080], [1.987, 7.036, -0.819], [-0.317, 6.488, -0.142], [-1.313, 4.327, -0.732], [-1.124, -5.116, 3.200], [0.166, -4.751, 2.465], [0.909, -6.036, 2.090], [1.045, -3.872, 3.361], [-0.231, -4.003, 1.323], [0.561, -3.393, -0.008], [0.338, -1.826, -0.002], [2.142, -3.795, 0.163], [3.235, -3.761, -0.752], [3.498, -2.331, -1.233], [2.960, -4.658, -1.958], [4.444, -4.281, 0.027], [-0.013, -4.199, -1.311], [-1.351, -4.371, -1.781], [-2.320, -3.375, -1.141], [-1.773, -5.804, -1.448], [-1.340, -4.177, -3.295], [-0.900, -5.559, 4.171], [-1.698, -5.831, 2.609], [-1.734, -4.222, 3.344], [1.205, -6.584, 2.986], [1.791, -5.790, 1.509], [0.260, -6.670, 1.482], [1.389, -4.426, 4.235], [0.473, -3.001, 3.694], [1.908, -3.535, 2.783], [2.570, -1.904, -1.618], [4.246, -2.338, -2.027], [3.870, -1.717, -0.410], [2.124, -4.257, -2.530], [2.705, -5.665, -1.624], [3.846, -4.706, -2.593], [4.576, -3.699, 0.941], [5.350, -4.212, -0.577], [4.289, -5.326, 0.304], [-2.398, -3.566, -0.069], [-3.306, -3.450, -1.600], [-1.927, -2.367, -1.280], [-1.621, -5.988, -0.383], [-1.167, -6.511, -2.016], [-2.824, -5.961, -1.696], [-1.070, -3.152, -3.538], [-2.323, -4.406, -3.711], [-0.598, -4.839, -3.744]]}